Computed, not measured: one molecule with the formula C7H5NO at a distorted geometry, with ωB97M-V/def2-TZVPD.

Output
Kohn-Sham gap (eV): 9.7
Multiplicity: 1
HOMO level (eV): -9.10
SMILES: N#Cc1ccccc1O
Energy above the lowest of the compared OMol25 structures with the same formula, charge and spin (kJ/mol): 53.9

Element x y z (Å)
O -0.68 -0.58 2.12
N -3.57 0.46 0.36
C 1.13 -0.64 0.67
C -2.43 0.30 0.16
C -1.00 0.17 -0.10
C 1.68 -0.09 -0.42
C -0.47 0.64 -1.30
C 0.88 0.49 -1.44
C -0.24 -0.38 0.91
H 1.82 -1.26 1.29
H 2.72 -0.31 -0.53
H -0.08 -1.05 2.64
H 1.40 1.10 -2.26
H -1.16 1.14 -2.11